Entry 1:
ORCA calculation (ωB97M-V with the def2-TZVPD basis set) on a gas-phase ion, C6H5N2O2S (charge -1).

F_max ... 8.32 eV/Å
Energy relative to the best compared isomer or geometry (same formula, charge and spin) ... 42.68 kJ/mol
E_tot ... -889.81593 Ha
Frontier orbital gap ... 7.13 eV
2S+1 ... 1
SMILES ... CC1=C(C(=O)[O-])SCN1C#N
Total charge ... -1

XYZ file:
```
16
C6H5N2O2S | OMol25 | ωB97M-V with the def2-TZVPD basis set
N -3.41127 0.76621 0.31481
H -1.12635 -2.08694 0.92374
H -0.73873 2.85825 0.21341
C 2.61266 -0.67107 0.14144
C -0.21155 -0.39535 0.10366
C -0.71086 -1.79116 -0.10830
O 3.54209 0.09795 0.46236
H 0.17996 -2.35741 -0.40613
O 2.58690 -1.86946 -0.13677
C -0.28741 1.99921 -0.25674
H -0.22862 1.81469 -1.35379
N -0.97851 0.73884 0.21342
C 1.24807 0.07749 0.02681
S 1.42633 1.84348 0.32812
H -1.64657 -1.73706 -0.66463
C -2.25614 0.71233 0.19859
```



Entry 2:
ORCA calculation (ωB97M-V with the def2-TZVPD basis set) on a molecular structure, C6H5N2O5SV.

F_max ... 9.02 eV/Å
Energy relative to the best compared isomer or geometry (same formula, charge and spin) ... 92.19 kJ/mol
E_tot ... -2058.81108 Ha
Expectation value of S² ... 2.1174
Frontier orbital gap (spin up / spin down) ... 7.22 / 6.59 eV
2S+1 ... 3
Total charge ... +2

XYZ file:
```
20
C6H5N2O5SV | OMol25 | ωB97M-V with the def2-TZVPD basis set
C -0.35576 0.44696 3.21286
S -1.23992 0.99715 1.82720
O 1.76769 -1.77816 1.43783
N 0.29669 1.29749 3.97342
H 0.24042 2.30892 3.76941
O -1.29569 2.48215 -2.14225
O -2.67999 -4.45308 0.50841
C 1.24314 2.24800 0.62855
O 1.68651 3.21209 1.12275
O 1.31346 -1.06815 -2.36099
H -0.89052 -0.09356 0.80189
V 0.36470 0.56659 0.01290
C -1.05259 1.61199 -1.45042
C 0.97274 -0.35530 -1.49317
C -1.71118 -3.98210 0.07507
N -0.29626 -0.87570 3.57001
H -0.76614 -1.55699 3.00231
H 0.35944 -1.23672 4.27839
H 0.76956 1.06807 4.84395
C 1.25698 -0.83426 0.96418
```



Entry 3:
ORCA calculation (ωB97M-V with the def2-TZVPD basis set) on 2 unconnected molecules or ions with the total composition C6H5N3O4S.

F_max ... 4.22 eV/Å
Energy relative to the best compared isomer or geometry (same formula, charge and spin) ... 0.00 kJ/mol
E_tot ... -1094.91216 Ha
Frontier orbital gap ... 9.16 eV
2S+1 ... 1
SMILES ... On1nnc2ccccc21.O=S(=O)=O

XYZ file:
```
19
C6H5N3O4S | OMol25 | ωB97M-V with the def2-TZVPD basis set
N 1.90487 1.06132 1.08244
C -0.81173 0.61275 -1.15323
H -1.00583 0.76257 -2.14529
N 2.51410 1.42098 -0.00479
S 3.26942 1.22698 3.54193
C -1.75855 0.00469 -0.30103
O 3.91375 2.43831 3.03906
H -2.18272 -0.70190 1.73415
H -2.74709 -0.07582 -0.59499
C 0.42824 0.83861 -0.60057
C 0.68000 0.64426 0.74856
N 1.65736 1.27186 -1.04918
H -0.22962 -0.27686 2.62787
C -1.48755 -0.12885 1.05017
H 2.69761 2.09635 -2.41744
O 1.89770 1.54764 -2.38123
O 2.07603 1.26019 4.24609
C -0.30503 0.13733 1.67992
O 3.97039 0.00159 3.55641
```



Entry 4:
ORCA calculation (ωB97M-V with the def2-TZVPD basis set) on a gas-phase ion, C6H5N4 (charge +1).

F_max ... 4.95 eV/Å
Energy relative to the best compared isomer or geometry (same formula, charge and spin) ... 20.79 kJ/mol
E_tot ... -450.26229 Ha
Frontier orbital gap ... 8.49 eV
2S+1 ... 1
Total charge ... +1

XYZ file:
```
15
C6H5N4 | OMol25 | ωB97M-V with the def2-TZVPD basis set
N 1.06621 -0.13291 -3.43032
H -0.46818 -0.07355 1.67793
C -0.59862 -0.22912 -1.47221
H 2.52123 0.66988 3.23479
H 1.94321 0.43671 -0.76761
N -3.12024 -0.38974 -1.74300
C -1.99906 -0.38506 -1.59964
H -1.70931 0.57588 1.16892
H -1.80017 -0.92424 0.88260
N -1.09197 -0.20359 0.88462
N 2.13491 0.18074 2.47356
C -0.17005 -0.01295 -0.24001
C 0.30058 -0.14958 -2.59535
C 1.29982 0.26211 0.14544
C 1.69164 0.37542 1.38028
```